Entry 1:
13
Properties=species:S:1:pos:R:3:nbo_charge:R:1 method="wB97M-V/def2-TZVPD" lumo_ev="0.4 / -3.7" energy_ev=-22957.606 e_homo_ev="-4.1 / -9.4" multiplicity=3 homo_lumo_gap_ev="4.5 / 5.7" s_squared=2.0064
C -1.286 2.215 -0.707 -0.229
C 0.609 -1.913 -0.135 -0.972
O -0.690 0.957 -0.535 -0.936
Si 0.229 0.359 0.617 1.104
S 1.526 -2.768 1.216 0.441
H -0.565 2.901 -1.044 0.174
H -1.663 2.642 0.257 0.179
H -2.094 2.001 -1.474 0.190
H 1.366 -1.832 -0.968 0.216
H -0.323 -2.304 -0.419 0.243
H -0.502 0.879 1.950 -0.223
H 1.580 0.818 0.684 -0.236
H 1.812 -3.955 0.558 0.050

=====

Entry 2:
19
Properties=species:S:1:pos:R:3:nbo_charge:R:1 method="wB97M-V/def2-TZVPD" lumo_ev=1.1 energy_ev=-8358.772 e_homo_ev=-9.1 multiplicity=1 homo_lumo_gap_ev=10.2
C 2.879 1.287 -0.116 -0.410
C 2.170 0.189 -0.336 -0.167
C 1.440 -0.620 0.702 -0.446
C -0.057 -0.279 0.707 -0.208
N -0.678 -0.574 -0.583 -0.632
C -2.120 -0.748 -0.496 -0.040
N -2.817 0.432 -0.004 -0.864
H 3.212 1.928 -0.922 0.198
H 3.097 1.599 0.899 0.188
H 1.861 -0.082 -1.339 0.191
H 1.838 -0.514 1.706 0.207
H 1.523 -1.645 0.340 0.211
H -0.143 0.783 0.959 0.177
H -0.489 -0.871 1.506 0.196
H -0.490 0.195 -1.215 0.349
H -2.314 -1.573 0.194 0.176
H -2.445 -1.048 -1.500 0.157
H -2.651 1.270 -0.546 0.354
H -3.815 0.270 0.045 0.360

=====

Entry 3:
15
Properties=species:S:1:pos:R:3:nbo_charge:R:1 method="wB97M-V/def2-TZVPD" lumo_ev=0.9 energy_ev=-9408.777 e_homo_ev=-9.5 multiplicity=1 homo_lumo_gap_ev=10.4
C 1.003 -1.249 -0.819 -0.633
C 0.232 -0.401 0.173 0.138
O 0.226 -0.931 1.494 -0.703
C 0.518 1.117 0.255 -0.414
C -0.997 1.435 0.131 -0.530
C -1.226 -0.044 -0.166 0.595
O -2.164 -0.724 -0.491 -0.514
H 2.028 -1.428 -0.478 0.225
H 0.504 -2.214 -0.956 0.223
H 1.052 -0.751 -1.795 0.215
H -0.512 -1.554 1.552 0.479
H 0.953 1.394 1.214 0.228
H 1.153 1.499 -0.550 0.213
H -1.447 1.729 1.086 0.244
H -1.324 2.123 -0.650 0.236

=====

Entry 4:
76
Properties=species:S:1:pos:R:3:mulliken_charge:R:1 method="wB97M-V/def2-TZVPD" charge=+3 lumo_ev="-12.2 / -12.4" energy_ev=-59493.186 e_homo_ev="-15.7 / -15.5" multiplicity=1 homo_lumo_gap_ev="3.5 / 3.1"
Pt -0.281 0.056 0.193 0.621
C 1.812 -3.266 1.573 -0.255
C 0.836 -4.330 1.357 -1.377
C -0.475 -4.056 1.226 -0.606
C -0.942 -2.700 1.100 0.611
N -0.041 -1.681 1.123 -0.400
C 1.283 -1.867 1.466 0.764
N -2.211 -2.504 0.845 -0.447
C -2.815 -1.389 0.499 -0.268
N -2.217 -0.164 0.274 0.030
C -3.138 0.733 -0.211 -0.305
N -2.881 1.950 -0.621 -0.408
C -1.729 2.577 -0.714 0.464
C -1.797 3.940 -1.193 -0.286
C -0.688 4.677 -1.375 -1.566
C 0.609 4.170 -0.955 -0.471
C 0.654 2.732 -0.491 1.317
N -0.533 1.979 -0.480 -0.428
C -4.411 0.071 -0.274 0.320
C -5.653 0.483 -0.741 -0.305
C -6.670 -0.463 -0.772 -0.651
C -6.465 -1.780 -0.338 -0.604
C -5.242 -2.193 0.167 -0.274
C -4.204 -1.266 0.175 0.230
H 2.828 -3.476 1.267 0.616
H 1.205 -5.343 1.335 0.477
H -1.220 -4.826 1.122 0.622
H 1.982 0.018 1.776 0.530
H -2.780 4.299 -1.454 0.652
H -0.721 5.651 -1.836 0.503
H 1.480 4.572 -1.455 0.583
H 1.336 1.059 -1.412 -0.123
H -5.810 1.494 -1.078 0.566
H -7.648 -0.178 -1.132 0.443
H -7.279 -2.487 -0.408 0.446
H -5.084 -3.196 0.526 0.566
C 0.649 -2.775 3.915 -2.002
C 1.710 -2.472 2.899 1.638
C 2.969 -2.019 3.455 -0.915
C 4.112 -1.679 2.806 -0.759
C 4.295 -1.412 1.407 -1.150
C 3.352 -0.877 0.609 -0.452
N 2.011 -0.691 1.031 0.532
Sb 4.012 -0.048 -1.340 0.966
C 2.300 -0.707 -2.591 0.231
C 2.693 -1.080 -3.867 -1.032
C 1.710 -1.415 -4.786 -0.636
C 0.391 -1.400 -4.381 -1.011
C 0.071 -1.042 -3.072 0.707
C -1.345 -1.038 -2.610 -1.084
N 1.029 -0.686 -2.207 0.203
C 3.029 1.825 -0.676 0.370
C 3.810 2.762 -0.042 -0.608
C 3.404 3.895 0.696 -0.857
C 2.145 4.299 1.029 -0.430
C 0.841 3.868 0.556 1.627
C -0.256 4.103 1.567 -2.051
N 1.708 1.832 -0.846 0.235
H 0.955 -3.642 4.501 0.438
H 0.539 -1.939 4.604 0.505
H -0.318 -2.996 3.477 0.334
H 3.015 -2.048 4.537 0.527
H 5.003 -1.535 3.406 0.477
H 5.301 -1.512 1.020 0.565
H 3.736 -1.088 -4.141 0.467
H 1.976 -1.681 -5.798 0.455
H -0.397 -1.663 -5.066 0.538
H -2.004 -1.412 -3.390 0.479
H -1.453 -1.690 -1.740 0.131
H -1.666 -0.022 -2.364 0.118
H 4.878 2.588 -0.077 0.478
H 4.209 4.474 1.125 0.477
H 2.078 5.105 1.750 0.540
H -0.384 5.172 1.734 0.491
H -1.222 3.702 1.269 0.336
H 0.022 3.646 2.516 0.539

=====

Entry 5:
106
Properties=species:S:1:pos:R:3:mulliken_charge:R:1 method="wB97M-V/def2-TZVPD" charge=+2 lumo_ev="-4.6 / -4.6" energy_ev=-181585.653 e_homo_ev="-12.1 / -13.6" multiplicity=4 homo_lumo_gap_ev="7.5 / 8.9" s_squared=3.7698
Mo 1.045 -1.953 0.459 -0.039
C 5.950 -1.990 -1.578 -0.796
C 6.079 -2.321 -0.115 -0.412
O 5.035 -1.619 0.641 -0.381
P 3.924 -2.445 1.384 1.367
S 2.876 -3.594 0.097 -0.678
S 2.624 -1.190 2.234 -0.561
O 4.749 -3.299 2.410 -0.227
C 4.124 -4.267 3.302 -0.119
C 5.185 -4.777 4.241 -1.361
H 6.753 -2.479 -2.129 0.422
H 6.030 -0.916 -1.745 0.038
H 4.996 -2.338 -1.974 0.203
H 7.018 -1.972 0.309 0.378
H 5.998 -3.392 0.068 0.392
H 3.706 -5.064 2.686 0.277
H 3.316 -3.762 3.834 0.336
H 5.995 -5.250 3.689 0.330
H 4.748 -5.515 4.913 0.405
H 5.595 -3.964 4.839 0.334
N -0.890 -1.374 0.998 -0.683
S -1.987 -0.512 0.540 1.779
N -1.838 1.115 0.653 -0.006
S -1.412 2.152 -0.415 1.221
N -0.103 1.967 -1.233 -0.103
S 1.213 1.283 -0.519 1.597
N 1.215 -0.174 -0.474 -0.408
C 2.500 1.944 -1.528 0.011
C 3.768 1.434 -1.286 -0.307
C 4.835 1.960 -1.996 -0.672
C 4.626 2.966 -2.931 -0.684
C 3.349 3.455 -3.167 -0.884
C 2.269 2.949 -2.459 -0.141
C 1.391 2.142 1.036 1.135
C 0.903 1.517 2.175 -0.442
C 0.997 2.173 3.393 -1.293
C 1.564 3.437 3.460 -0.855
C 2.039 4.057 2.311 -0.904
C 1.960 3.411 1.088 -0.565
C -2.629 2.425 -1.668 0.954
C -3.878 2.862 -1.236 -0.982
C -4.873 3.055 -2.176 -0.904
C -4.612 2.817 -3.521 -0.607
C -3.359 2.389 -3.933 -0.846
C -2.348 2.187 -3.004 -0.164
C -1.397 3.665 0.503 0.420
C -1.724 3.702 1.848 0.026
C -1.686 4.930 2.496 -0.900
C -1.331 6.077 1.802 -0.624
C -1.007 6.016 0.451 -0.760
C -1.036 4.803 -0.212 -1.108
C -3.417 -0.736 1.556 -0.094
C -3.506 -1.942 2.236 -0.544
C -4.623 -2.187 3.021 -0.885
C -5.628 -1.235 3.117 -0.680
C -5.521 -0.028 2.437 -0.760
C -4.411 0.231 1.651 -0.253
C -2.524 -0.793 -1.143 1.724
C -3.870 -0.879 -1.478 -1.066
C -4.216 -1.132 -2.798 -1.025
C -3.230 -1.299 -3.761 -0.849
C -1.890 -1.206 -3.413 -0.799
C -1.527 -0.949 -2.099 -0.221
H 3.914 0.646 -0.556 0.483
H 5.835 1.588 -1.820 0.506
H 5.466 3.371 -3.479 0.424
H 3.190 4.232 -3.902 0.469
H 1.268 3.313 -2.633 0.326
H 0.444 0.540 2.108 0.711
H 0.631 1.692 4.290 0.566
H 1.642 3.941 4.414 0.464
H 2.486 5.041 2.368 0.519
H 2.343 3.887 0.195 0.520
H -4.061 3.072 -0.189 0.301
H -5.848 3.404 -1.864 0.489
H -5.392 2.979 -4.254 0.465
H -3.162 2.216 -4.982 0.515
H -1.363 1.856 -3.301 0.491
H -1.989 2.794 2.370 0.516
H -1.934 4.986 3.547 0.512
H -1.310 7.029 2.315 0.448
H -0.734 6.916 -0.084 0.498
H -0.788 4.740 -1.264 0.291
H -2.696 -2.655 2.170 0.579
H -4.703 -3.118 3.565 0.472
H -6.496 -1.431 3.732 0.422
H -6.302 0.715 2.524 0.490
H -4.311 1.170 1.126 0.402
H -4.641 -0.775 -0.728 0.558
H -5.261 -1.213 -3.069 0.497
H -3.508 -1.506 -4.786 0.431
H -1.122 -1.334 -4.165 0.517
H -0.483 -0.868 -1.821 0.281
C -2.212 -4.122 -1.004 -0.872
As -0.315 -4.079 -0.607 0.990
C 0.424 -5.110 -2.071 -1.214
C -0.239 -5.363 0.851 -1.043
H -2.510 -5.161 -1.137 0.618
H -2.425 -3.557 -1.909 0.181
H -2.768 -3.691 -0.173 0.157
H -0.140 -6.035 -2.183 0.432
H 1.467 -5.345 -1.867 0.418
H 0.367 -4.533 -2.992 0.345
H -0.765 -6.275 0.572 0.432
H -0.701 -4.935 1.740 0.317
H 0.803 -5.592 1.070 0.323

=====

Entry 6:
54
Properties=species:S:1:pos:R:3:nbo_charge:R:1 method="wB97M-V/def2-TZVPD" charge=+1 lumo_ev=-4.7 energy_ev=-37699.100 e_homo_ev=-10.6 multiplicity=1 homo_lumo_gap_ev=5.9
O 0.809 -0.407 -0.039 -0.597
C -0.294 -0.731 -0.939 -0.088
C 0.709 -1.093 -2.028 -0.446
H -0.899 0.157 -1.099 0.197
H -0.921 -1.579 -0.648 0.191
C 1.784 -0.550 -1.088 0.265
H 0.522 -0.539 -2.941 0.229
H 0.744 -2.166 -2.204 0.220
C 2.248 0.809 -1.558 -0.636
H 1.373 1.397 -1.868 0.217
H 2.881 0.679 -2.447 0.235
H 2.869 1.326 -0.812 0.201
C 2.843 -1.472 -0.538 -0.626
H 2.388 -2.431 -0.262 0.224
H 3.344 -1.015 0.330 0.209
H 3.605 -1.662 -1.299 0.229
Sn -1.774 0.663 1.503 1.261
C 0.574 -1.262 3.617 -0.323
C -0.775 -1.081 3.897 -0.174
C -1.539 -1.419 2.686 -0.605
H -1.240 -0.966 4.865 0.241
C -0.554 -1.939 1.751 -0.300
C 0.723 -1.687 2.276 -0.200
H 1.694 -1.793 1.781 0.230
H 1.411 -1.205 4.307 0.221
H -2.609 -1.644 2.681 0.256
H -0.779 -2.537 0.868 0.230
C 0.599 1.811 3.563 -0.028
C 1.916 1.158 3.400 -0.011
C 2.346 1.313 2.086 -0.292
H 2.445 0.598 4.185 0.258
C 1.299 1.891 1.336 0.063
C 0.101 1.995 2.096 -0.629
H -0.611 2.825 1.957 0.259
H 0.657 2.853 3.982 0.280
H 3.345 1.053 1.708 0.253
H 1.414 2.274 0.330 0.246
O -1.817 0.533 -3.134 -0.567
C -1.238 -0.042 -4.351 -0.078
C -2.255 -0.047 -5.489 -0.437
H -0.999 -1.102 -4.144 0.167
H -0.305 0.494 -4.610 0.192
C -3.590 0.292 -4.788 -0.434
H -2.304 -1.048 -5.937 0.222
H -1.945 0.662 -6.260 0.221
C -3.249 0.521 -3.294 -0.072
H -4.301 -0.536 -4.877 0.222
H -4.043 1.194 -5.221 0.222
H -3.632 -0.309 -2.660 0.164
H -3.700 1.474 -2.958 0.189
O -0.338 0.335 6.468 -0.271
N 0.226 1.066 5.679 0.700
O 1.243 1.756 5.820 -0.339
O -0.401 1.135 4.320 -0.359

=====

Entry 7:
8
Properties=species:S:1:pos:R:3:nbo_charge:R:1 method="wB97M-V/def2-TZVPD" lumo_ev="-1.1 / -1.1" energy_ev=-16492.805 e_homo_ev="-9.0 / -9.0" multiplicity=1 homo_lumo_gap_ev="7.9 / 7.9"
C -0.444 0.564 1.354 -0.391
C -0.676 -0.084 0.178 -0.035
N 0.385 -0.236 -0.705 -0.754
O 2.085 -0.919 -2.320 -0.838
S 0.769 -0.288 -2.219 1.420
H -1.089 0.759 2.109 0.196
H 0.531 0.760 1.725 0.203
H -1.561 -0.557 -0.122 0.198

=====

Entry 8:
14
Properties=species:S:1:pos:R:3:nbo_charge:R:1 method="wB97M-V/def2-TZVPD" charge=+1 lumo_ev="-6.4 / -5.1" energy_ev=-39798.934 e_homo_ev="-13.7 / -13.7" multiplicity=1 homo_lumo_gap_ev="7.2 / 8.6"
C 1.737 -1.295 1.468 0.037
N 1.357 -0.518 -0.081 -0.805
P -0.053 0.141 -0.248 0.766
P -1.227 -0.943 -1.836 0.208
P 0.383 2.047 -1.320 0.129
P -1.273 0.508 1.625 0.094
H 2.367 -2.137 1.210 0.212
H 1.498 -0.929 2.433 0.200
H -2.226 -0.399 -1.147 -0.022
H -1.181 -2.249 -1.228 0.039
H 1.475 2.565 -0.616 0.041
H 1.281 1.603 -2.178 0.020
H -1.654 1.736 0.840 0.042
H -2.482 -0.131 1.078 0.040

=====

Please write out number 7 again, unchanged.
8
Properties=species:S:1:pos:R:3:nbo_charge:R:1 method="wB97M-V/def2-TZVPD" lumo_ev="-1.1 / -1.1" energy_ev=-16492.805 e_homo_ev="-9.0 / -9.0" multiplicity=1 homo_lumo_gap_ev="7.9 / 7.9"
C -0.444 0.564 1.354 -0.391
C -0.676 -0.084 0.178 -0.035
N 0.385 -0.236 -0.705 -0.754
O 2.085 -0.919 -2.320 -0.838
S 0.769 -0.288 -2.219 1.420
H -1.089 0.759 2.109 0.196
H 0.531 0.760 1.725 0.203
H -1.561 -0.557 -0.122 0.198